A structure of composition C3H3Br2F at a distorted geometry, computed with the ωB97M-V functional and the def2-TZVPD basis.

## Properties
DFT total energy: -5363.884141 a.u.
molecular weight: 217.86 Da
Kohn-Sham gap: 0.3711 hartree
charge: 0
LUMO level: 0.0157 Eh
ΔE to the lowest compared entry with this formula, charge and spin: 199.0 kJ/mol

Cartesian coordinates (Å):
C (0.30, -1.49, -0.27)
C (0.83, -0.22, -0.29)
C (-0.57, 1.15, 0.21)
F (-0.75, 1.71, -0.96)
Br (-2.12, 0.34, 0.80)
Br (0.21, 2.25, 1.60)
H (1.02, -2.23, -0.61)
H (-0.70, -1.77, -0.44)
H (1.78, 0.27, -0.05)

Mulliken population analysis, charges in e, atoms 1 to 6:
1 C -0.56
2 C -0.29
3 C 0.20
4 F -0.16
5 Br -0.06
6 Br -0.08